(1)
{"formula": "C33H60N2O12P2S2", "method": "the ωB97M-V functional and the def2-TZVPD basis", "orbital_gap_ha": 0.264, "smiles": "CCCCN(CCCCN1C(=O)c2c(CP(=O)(O)O)cc(P(O)O)c(COCCC)c2C1=O)C(=S)SCCC.COCCOC.COCCOC", "e_homo_ev": -8.4682, "elements": ["C", "C", "C", "C", "N", "C", "C", "C", "C", "N", "C", "O", "C", "C", "C", "P", "O", "O", "O", "C", "C", "P", "O", "O", "C", "C", "O", "C", "C", "C", "C", "C", "O", "C", "S", "S", "C", "C", "C", "H", "H", "H", "H", "H", "H", "H", "H", "H", "H", "H", "H", "H", "H", "H", "H", "H", "H", "H", "H", "H", "H", "H", "H", "H", "H", "H", "H", "H", "H", "H", "H", "H", "H", "H", "H", "H", "H", "H", "H", "C", "O", "C", "C", "O", "C", "H", "H", "H", "H", "H", "H", "H", "H", "H", "H", "C", "O", "C", "C", "O", "C", "H", "H", "H", "H", "H", "H", "H", "H", "H", "H"], "positions_angstrom": [[1.703693, -1.599742, -4.664122], [3.263004, -1.709728, -4.188541], [3.884232, -0.224310, -3.920747], [4.736020, -0.372570, -2.533368], [5.912574, 0.552795, -2.461024], [5.566077, 1.882727, -1.871179], [4.821761, 2.895568, -2.871269], [3.230853, 2.942903, -2.503938], [2.675505, 4.426533, -2.251011], [1.540267, 4.501683, -1.287583], [0.416157, 3.581027, -1.466953], [-0.548506, 3.680397, -2.252219], [0.724213, 2.471045, -0.367119], [0.292331, 0.998455, -0.227374], [-0.658536, 0.391712, -1.353996], [-1.468159, -1.251892, -0.923658], [-0.475683, -2.370240, -1.343595], [-1.923660, -1.424548, 0.701348], [-2.869694, -1.352018, -1.919183], [0.858948, 0.219398, 0.998733], [1.831297, 0.901174, 2.033744], [2.542792, -0.123344, 3.493113], [4.247625, 0.195640, 3.409548], [2.436065, -1.747337, 2.897592], [2.254056, 2.390965, 1.876295], [3.257881, 3.188113, 2.828619], [3.100672, 2.930115, 4.238774], [1.888432, 3.535733, 4.771902], [1.053889, 2.341173, 5.484678], [2.028696, 1.618897, 6.535058], [1.675312, 3.150982, 0.658853], [1.874104, 4.646910, 0.143210], [2.186028, 5.689050, 0.772705], [6.815184, -0.070110, -1.431429], [6.232919, -0.795948, -0.016658], [8.681831, -0.058503, -1.607292], [9.303419, 1.404904, -0.615423], [8.761633, 1.453463, 0.895056], [9.871777, 2.014745, 1.959542], [1.443872, -0.493198, -4.873189], [0.981510, -1.961974, -3.844001], [1.496378, -2.199418, -5.613659], [3.217195, -2.303700, -3.197399], [3.883919, -2.322945, -4.920395], [4.524512, 0.131642, -4.793428], [2.986468, 0.437504, -3.689627], [5.163651, -1.443573, -2.574593], [3.985188, -0.219968, -1.687552], [5.028414, 1.698099, -0.878509], [6.573362, 2.383808, -1.595430], [4.931258, 2.522371, -3.940859], [5.291721, 3.933244, -2.695272], [2.623147, 2.518660, -3.391956], [3.100753, 2.226438, -1.627373], [2.305520, 4.898115, -3.238635], [3.536782, 5.063806, -1.842523], [0.013353, 0.185343, -2.272427], [-1.415889, 1.179808, -1.709738], [-1.276318, -2.086426, 1.061512], [-3.014176, -2.320915, -2.049829], [0.575175, -0.882411, 1.154318], [4.501805, 0.828564, 4.116456], [3.032382, -1.753660, 2.101248], [3.061060, 4.314981, 2.653373], [4.335189, 3.008618, 2.466051], [2.150147, 4.326689, 5.574609], [1.289391, 4.085354, 3.971400], [0.647879, 1.655703, 4.665051], [0.165898, 2.777292, 6.052401], [2.287393, 0.533990, 6.269645], [3.033145, 2.158246, 6.689514], [1.530665, 1.607834, 7.577609], [8.935494, 2.374148, -1.123887], [10.446814, 1.401828, -0.572958], [8.414285, 0.454572, 1.314860], [7.896568, 2.218033, 0.924741], [10.066041, 1.183605, 2.733297], [9.434116, 2.899387, 2.531509], [10.864100, 2.233347, 1.441942], [-6.110997, -0.800602, -2.120578], [-6.293754, -2.210340, -2.152941], [-7.577964, -2.603487, -1.670936], [-8.527949, -2.930661, -2.818446], [-8.833678, -1.768493, -3.587777], [-8.089418, -1.708141, -4.796394], [-5.231590, -0.556708, -2.718072], [-6.971260, -0.267713, -2.532670], [-5.936385, -0.475467, -1.089140], [-8.002880, -1.833205, -1.020149], [-7.430426, -3.505925, -1.070483], [-9.471724, -3.293473, -2.399889], [-8.116830, -3.722276, -3.454655], [-8.506350, -2.412604, -5.523270], [-7.031605, -1.929351, -4.636568], [-8.175663, -0.697820, -5.199144], [-9.656696, -2.652340, 2.007093], [-8.831965, -3.635929, 1.396338], [-7.565003, -3.756249, 2.040177], [-7.519998, -4.972322, 2.960019], [-8.410118, -4.821678, 4.064318], [-9.620766, -5.543993, 3.886322], [-10.674542, -2.782079, 1.635454], [-9.667933, -2.748350, 3.095267], [-9.305779, -1.652282, 1.729657], [-7.318283, -2.842390, 2.589382], [-6.817440, -3.886039, 1.251096], [-6.510778, -5.062329, 3.373692], [-7.738496, -5.891779, 2.405821], [-9.443349, -6.610860, 4.055368], [-10.042406, -5.395880, 2.889474], [-10.341150, -5.187887, 4.624250]], "forces_ev_per_a": [[0.1, 0.3, 0.0], [-1.2, 0.3, 0.4], [-0.2, -1.4, 1.3], [-0.8, -0.4, -2.1], [0.6, -1.4, 2.4], [1.2, 1.2, -0.1], [-0.9, -0.4, 0.9], [0.2, -0.2, -1.0], [0.6, 0.3, -0.7], [-0.6, 1.3, 0.3], [-0.9, -1.1, 0.0], [3.8, -0.4, 2.5], [1.0, -1.3, 2.7], [1.6, 1.8, 2.2], [0.3, 1.0, 0.2], [1.2, -3.3, -2.0], [-2.5, 2.7, 1.6], [1.1, 0.1, -2.4], [2.3, 0.0, 2.3], [0.9, 3.2, -0.4], [-0.6, 1.3, -3.4], [0.7, -0.8, -0.3], [-1.9, -0.1, -0.2], [1.4, 2.8, -0.7], [-2.3, -0.8, -2.5], [-0.3, 1.0, -1.0], [-0.4, 0.4, -1.3], [-1.1, -0.3, 1.2], [0.7, 0.9, -0.1], [-0.1, -0.3, 0.9], [-1.1, -2.9, 0.6], [0.4, 0.0, 1.3], [-0.9, -4.2, -2.9], [-0.4, 0.1, 1.7], [0.8, 1.0, -2.2], [-0.7, 0.8, -0.2], [-0.8, 1.1, 1.2], [0.3, 1.0, 0.7], [-0.5, -1.0, 0.0], [0.4, -1.8, 0.2], [1.2, 0.5, -1.2], [0.3, 0.8, 1.3], [0.4, 1.0, -1.5], [-0.8, 1.0, 0.9], [-0.9, -0.3, 1.2], [1.4, -0.6, -0.7], [-0.8, 1.8, 0.4], [1.2, -0.4, -0.8], [0.3, 0.4, -1.2], [-1.5, -0.9, -0.4], [0.2, 0.8, 1.4], [-0.8, -1.6, -0.6], [1.0, 0.5, 1.5], [-0.2, 1.2, -1.0], [0.8, -0.8, 1.5], [-1.4, -0.7, -0.5], [-1.2, -0.1, 1.4], [1.0, -1.1, 0.8], [-0.8, 0.6, -0.4], [0.1, 0.8, 0.1], [0.7, 2.0, -0.3], [-0.5, -0.5, -0.4], [-0.7, -0.4, 0.7], [0.3, -1.8, 0.1], [-1.6, -0.1, 0.9], [-0.1, -1.3, -1.3], [0.8, -0.9, 0.9], [0.7, 0.8, 1.3], [1.1, -0.5, -0.9], [-0.5, 1.6, 0.3], [-1.6, -0.6, -0.5], [0.7, -0.1, -1.7], [0.9, -1.6, 0.6], [-1.7, -0.4, -0.5], [0.3, 1.3, -1.0], [1.1, -1.5, -0.1], [-0.2, 1.3, -1.2], [0.9, -1.0, -0.9], [-1.4, 0.1, 0.8], [0.1, -0.1, 0.0], [-0.2, 0.3, 0.0], [0.2, -0.4, -0.3], [-0.2, 0.4, 0.3], [0.4, -0.2, -0.1], [-0.2, 0.1, 0.0], [0.0, -0.1, 0.1], [0.0, -0.1, 0.0], [0.0, 0.1, 0.0], [0.0, 0.0, -0.1], [-0.1, 0.0, 0.0], [0.0, 0.0, 0.0], [0.1, 0.1, 0.0], [0.1, 0.0, -0.1], [0.0, 0.0, 0.0], [-0.1, -0.1, 0.1], [0.0, 0.0, -0.2], [0.0, 0.1, 0.4], [-0.2, -0.5, -0.3], [0.0, 0.4, 0.3], [-0.1, -0.1, -0.4], [0.1, 0.0, 0.2], [0.1, 0.0, -0.1], [0.0, 0.0, 0.0], [-0.1, 0.0, 0.1], [0.0, -0.1, 0.1], [0.0, 0.0, 0.0], [0.0, 0.0, 0.0], [0.0, 0.1, 0.0], [-0.1, 0.0, -0.1], [0.0, 0.0, 0.0], [0.1, 0.0, 0.0]], "mulliken_charge": [-0.719, -0.474, 0.094, -0.758, -0.112, -0.011, -0.976, 0.334, -0.984, 0.144, 0.035, -0.574, -0.102, 0.846, -0.079, 0.844, -0.672, -0.511, -0.361, -1.043, 0.814, 0.454, -0.547, -0.506, 0.622, -1.166, -0.296, -0.543, -0.107, -0.834, -0.238, -0.125, -0.571, -0.014, -0.072, -0.137, -0.695, 0.066, -0.922, 0.229, 0.071, 0.290, 0.294, 0.332, 0.333, -0.425, 0.653, 0.184, 0.382, -0.118, 0.291, 0.427, 0.210, -0.013, 0.192, 0.478, 0.016, 0.453, 0.371, 0.305, 0.171, 0.339, 0.307, 0.447, 0.202, 0.347, 0.266, 0.042, 0.427, 0.197, 0.202, 0.324, 0.287, 0.388, 0.234, 0.004, 0.242, 0.259, 0.283, -0.761, -0.304, -0.142, -0.708, -0.381, -0.674, 0.210, 0.400, 0.309, 0.336, 0.118, 0.363, 0.350, 0.320, 0.265, 0.246, -0.871, -0.305, -0.280, -0.706, -0.374, -0.693, 0.271, 0.384, 0.337, 0.352, 0.323, 0.384, 0.345, 0.324, 0.289, 0.243]}

(2)
{"formula": "C33H60O15", "method": "the ωB97M-V functional and the def2-TZVPD basis", "orbital_gap_ha": 0.363, "smiles": "C#CCCC[C@@H]1C(=O)OC[C@@]1(CCC)CCCCOC.CCOC(=O)OC.CCOC(=O)OC.CCOC(=O)OC.CCOC(=O)OC", "e_homo_ev": -9.4161, "elements": ["C", "C", "C", "C", "C", "C", "C", "O", "O", "C", "C", "C", "C", "C", "C", "C", "C", "C", "O", "C", "H", "H", "H", "H", "H", "H", "H", "H", "H", "H", "H", "H", "H", "H", "H", "H", "H", "H", "H", "H", "H", "H", "H", "H", "H", "H", "H", "H", "C", "C", "O", "C", "O", "O", "C", "H", "H", "H", "H", "H", "H", "H", "H", "C", "C", "O", "C", "O", "O", "C", "H", "H", "H", "H", "H", "H", "H", "H", "C", "C", "O", "C", "O", "O", "C", "H", "H", "H", "H", "H", "H", "H", "H", "C", "C", "O", "C", "O", "O", "C", "H", "H", "H", "H", "H", "H", "H", "H"], "positions_angstrom": [[0.108766, -3.212829, 3.594772], [0.424256, -3.079081, 2.444048], [0.894138, -2.794768, 1.075680], [-0.162942, -2.148033, 0.145445], [-1.248571, -1.308120, 0.827997], [-0.780110, 0.138339, 1.155666], [0.618214, 0.222783, 1.757460], [1.662584, 0.492457, 1.257497], [0.462969, -0.040537, 3.087966], [-0.928306, 0.053200, 3.460479], [-1.532430, 0.858130, 2.326194], [-3.045879, 0.757432, 2.098395], [-3.872778, 1.167325, 3.356761], [-4.487532, -0.033801, 4.100803], [-1.153057, 2.374943, 2.269119], [-0.365299, 2.968720, 3.466458], [1.056965, 3.482689, 3.124791], [2.155613, 2.686084, 3.809011], [2.015555, 2.774819, 5.214742], [2.669021, 1.741017, 5.909092], [-0.043052, -3.505241, 4.604276], [1.774953, -2.158194, 1.135990], [1.180327, -3.752911, 0.641838], [-0.636487, -2.910247, -0.473892], [0.347161, -1.481280, -0.555669], [-1.714576, -1.810111, 1.674337], [-2.046074, -1.169969, 0.093641], [-0.949702, 0.698468, 0.237183], [-0.909690, 0.514023, 4.449581], [-1.399187, -0.920295, 3.592779], [-3.347974, 1.388040, 1.263147], [-3.362406, -0.254142, 1.836508], [-4.702926, 1.771480, 2.982487], [-3.298920, 1.817743, 4.016136], [-4.505698, -0.936920, 3.489492], [-3.904737, -0.272466, 4.992700], [-5.518972, 0.155040, 4.393373], [-2.070056, 2.950813, 2.162850], [-0.590953, 2.571451, 1.353542], [-0.303759, 2.312889, 4.331957], [-0.916564, 3.848743, 3.802454], [1.246330, 3.499897, 2.051392], [1.154433, 4.516634, 3.467797], [2.094295, 1.643535, 3.484847], [3.148395, 3.047533, 3.508201], [1.975682, 1.296550, 6.629674], [3.019100, 0.938237, 5.255514], [3.530401, 2.115732, 6.469070], [2.371772, -2.381452, 6.210640], [1.282849, -2.430326, 7.261083], [1.405618, -3.577997, 8.113108], [2.355196, -3.497837, 9.043716], [3.073417, -2.555278, 9.247260], [2.355998, -4.640822, 9.730720], [3.371552, -4.719357, 10.732614], [2.396897, -3.309526, 5.637828], [2.197710, -1.551347, 5.524887], [3.352032, -2.251410, 6.667749], [0.307775, -2.529754, 6.785361], [1.262868, -1.521290, 7.862562], [3.320705, -3.868664, 11.408582], [4.355284, -4.770439, 10.268319], [3.188268, -5.633981, 11.289237], [-1.050447, -0.311691, -3.528602], [-0.020413, -1.019887, -4.383039], [-0.466248, -2.322102, -4.788842], [-1.357919, -2.336517, -5.775512], [-1.787675, -1.374529, -6.358053], [-1.696383, -3.603305, -6.011436], [-2.706991, -3.764138, -7.009153], [-1.327201, -0.936210, -2.676555], [-0.651099, 0.633776, -3.160039], [-1.961350, -0.101443, -4.088020], [0.885137, -1.186080, -3.802204], [0.254581, -0.428936, -5.256800], [-2.425032, -3.267797, -7.935071], [-3.657441, -3.373291, -6.648723], [-2.800831, -4.831599, -7.186444], [6.101782, 0.216739, -7.544027], [4.592182, 0.230706, -7.428104], [4.142618, -0.389222, -6.214471], [4.277220, 0.347348, -5.113125], [4.703587, 1.469837, -5.054850], [3.840996, -0.375288, -4.079614], [3.991372, 0.269123, -2.810580], [6.481570, -0.800619, -7.440747], [6.409948, 0.611795, -8.511953], [6.561636, 0.822537, -6.764554], [4.150881, -0.357312, -8.230745], [4.192082, 1.242209, -7.498226], [3.527968, 1.253233, -2.813536], [5.045927, 0.351988, -2.553204], [3.492497, -0.361179, -2.079311], [-2.460995, 2.333132, -7.957465], [-3.036148, 1.822377, -6.653863], [-3.414749, 2.899159, -5.778900], [-4.549203, 3.519475, -6.090375], [-5.287820, 3.243665, -6.998677], [-4.743804, 4.495659, -5.200124], [-5.904604, 5.289422, -5.449370], [-1.631932, 3.016179, -7.765689], [-2.101131, 1.499972, -8.560713], [-3.209615, 2.876671, -8.532782], [-2.280239, 1.257426, -6.113207], [-3.884505, 1.159333, -6.820021], [-6.793298, 4.667705, -5.533593], [-5.771747, 5.876823, -6.356751], [-6.011643, 5.958568, -4.600218]], "forces_ev_per_a": [[0.2, -0.5, -0.2], [0.2, 0.4, -0.1], [-0.5, -0.2, 0.2], [-0.2, 0.2, 0.1], [0.1, 0.4, -0.3], [-0.3, 0.1, 0.3], [-1.5, -0.5, 0.1], [0.7, -0.1, -0.2], [0.4, -0.1, -0.1], [0.1, 0.5, 0.6], [-0.7, -0.2, -1.7], [-0.3, -0.3, 1.3], [-0.6, -0.2, -1.0], [0.4, 0.1, 0.2], [0.4, -0.1, 0.8], [0.2, 0.8, -0.5], [0.1, 0.1, 0.7], [0.2, -0.2, -0.5], [-0.2, -0.1, -0.1], [0.1, -0.2, 0.4], [-0.2, 0.1, 0.1], [0.1, -0.1, 0.1], [0.3, 0.1, -0.1], [0.0, -0.1, 0.2], [0.2, -0.1, 0.0], [0.3, -0.1, 0.1], [-0.1, -0.1, 0.1], [0.7, 0.3, 0.0], [-0.2, 0.1, -0.1], [0.2, -0.2, -0.3], [0.3, 0.1, -0.1], [0.2, 0.0, 0.0], [0.0, 0.1, 0.2], [0.1, -0.1, 0.1], [0.0, 0.1, -0.1], [-0.1, -0.1, 0.1], [0.1, 0.1, 0.2], [-0.1, -0.1, 0.0], [0.0, -0.1, 0.0], [0.0, 0.0, -0.1], [-0.1, -0.1, 0.1], [0.0, -0.1, -0.1], [0.0, 0.0, -0.1], [0.0, 0.0, 0.1], [0.0, 0.1, 0.0], [0.0, 0.1, 0.0], [0.0, 0.1, -0.1], [0.0, 0.1, -0.1], [0.2, -0.1, 0.1], [0.0, 0.3, -0.3], [0.0, -0.1, 0.0], [-0.2, 0.0, 0.1], [0.1, 0.0, 0.0], [0.0, 0.0, 0.0], [0.1, -0.1, 0.2], [-0.1, 0.0, -0.1], [-0.1, 0.0, 0.0], [0.0, 0.1, 0.1], [0.0, -0.1, 0.1], [0.1, -0.1, 0.1], [0.0, 0.1, -0.1], [0.0, 0.1, 0.0], [-0.1, 0.0, -0.1], [-0.2, -0.1, 0.0], [0.2, 0.4, 0.2], [0.0, -0.1, 0.0], [0.1, -0.1, 0.1], [-0.1, 0.1, -0.1], [0.0, 0.0, 0.0], [-0.1, -0.1, -0.1], [0.1, 0.0, 0.1], [0.0, 0.0, 0.0], [0.0, 0.0, -0.1], [0.0, -0.2, -0.1], [-0.1, -0.1, -0.1], [0.0, 0.1, 0.0], [0.0, 0.1, 0.0], [0.1, 0.0, 0.1], [0.1, 0.0, 0.2], [0.2, 0.1, -0.4], [-0.1, -0.1, 0.0], [-0.1, -0.1, 0.0], [0.0, 0.1, 0.0], [0.0, 0.0, 0.0], [-0.1, 0.0, 0.2], [0.0, 0.0, -0.1], [0.0, 0.0, 0.0], [-0.1, 0.1, 0.0], [-0.1, -0.1, 0.1], [0.0, 0.0, 0.1], [0.1, 0.0, -0.1], [0.0, 0.1, 0.0], [0.0, -0.1, -0.1], [-0.1, 0.2, 0.0], [0.2, -0.3, -0.3], [0.0, 0.0, 0.1], [0.1, -0.1, 0.1], [-0.1, 0.0, -0.1], [0.0, 0.0, 0.0], [-0.1, 0.2, 0.1], [0.1, -0.1, 0.0], [0.0, 0.0, 0.0], [0.0, -0.1, 0.0], [0.0, 0.1, 0.1], [-0.1, 0.1, 0.0], [0.0, 0.0, -0.1], [-0.1, -0.1, 0.0], [0.1, 0.0, 0.0]], "mulliken_charge": [0.233, -0.630, -1.087, -0.699, -1.579, -0.106, -0.132, -0.674, 0.080, -1.465, 2.136, -1.746, -0.486, -1.212, -1.479, -0.603, -1.099, -0.054, -0.393, -0.703, 0.622, 0.291, 0.502, 0.494, 0.196, 0.581, 0.487, 0.849, 0.515, 0.370, 0.527, 0.487, 0.458, 0.318, 0.302, 0.263, 0.343, 0.608, 0.546, 0.310, 0.619, 0.437, 0.374, -0.026, 0.371, 0.191, 0.309, 0.362, -0.834, -0.176, -0.339, 0.740, -0.550, -0.351, -0.632, 0.362, -0.015, 0.406, 0.210, 0.372, 0.296, 0.293, 0.223, -1.122, -0.132, -0.380, 0.769, -0.538, -0.367, -0.632, 0.252, 0.394, 0.331, 0.296, 0.310, 0.288, 0.292, 0.225, -1.100, -0.198, -0.351, 0.760, -0.552, -0.311, -0.687, 0.293, 0.359, 0.312, 0.296, 0.316, 0.316, 0.385, 0.170, -1.258, 0.332, -0.342, 0.764, -0.556, -0.342, -0.642, 0.333, 0.355, 0.344, -0.143, 0.339, 0.298, 0.290, 0.222]}